A 5-piece molecular cluster, H10O4S overall, computed with ωB97M-V with the def2-TZVPD basis set.

Each atom is followed by the atoms it is bonded to, with distances in Å.
Cartesian coordinates (Å):
1 S 0.7937 -2.5509 -1.7618  H2 1.320, H3 1.345
2 H 1.4653 -1.6723 -2.4824  S1 1.320
3 H 0.6847 -1.7777 -0.6667  S1 1.345
4 H -0.8323 -1.7558 1.7485  O6 0.976
5 H -0.9911 -0.6100 0.6587  O6 0.972
6 O -0.3638 -1.0611 1.2479  H4 0.976, H5 0.972
7 H 2.7319 0.3212 1.0352  O9 0.958
8 H 1.2276 -0.0222 0.9747  O9 1.001
9 O 1.8791 0.7326 0.8867  H7 0.958, H8 1.001
10 H 0.4739 1.9835 0.5107  O12 0.954
11 H -0.8048 2.3641 1.1887  O12 0.964
12 O -0.2454 2.6068 0.4422  H10 0.954, H11 0.964
13 H -1.4518 0.9908 -0.9924  O15 0.975
14 H -2.6939 0.3274 -1.6551  O15 0.993
15 O -1.8730 0.1235 -1.1347  H13 0.975, H14 0.993

Computed properties:
* total charge: -1
* spin multiplicity: 2
* HOMO level (spin up / spin down): 0.71 / -6.26 eV

One molecule with the formula C17H27N3O4S, computed with ωB97M-V with the def2-TZVPD basis set.

Each atom is followed by the atoms it is bonded to, with distances in Å.
Cartesian coordinates (Å):
1 C -7.7977 -1.8569 -0.6186  C2 1.525, H26 1.088, H27 1.088, H28 1.087
2 C -6.9870 -1.5137 0.6261  C1 1.525, C3 1.530, H29 1.092, H30 1.093
3 C -6.1172 -0.2666 0.4581  C2 1.530, C4 1.527, H31 1.093, H32 1.091
4 C -4.9371 -0.4822 -0.4875  C3 1.527, C5 1.529, H33 1.093, H34 1.092
5 C -4.1102 0.7835 -0.7181  C4 1.529, C6 1.529, H35 1.092, H36 1.093
6 C -3.3567 1.2492 0.5287  C5 1.529, C7 1.537, H37 1.092, H38 1.090
7 C -2.3744 2.3946 0.2383  C6 1.537, C8 1.529, H39 1.091, H40 1.092
8 C -0.9122 1.9471 0.2125  C7 1.529, C9 1.527, H41 1.092, H42 1.093
9 C -0.6026 0.9684 -0.9178  C8 1.527, C10 1.515, H43 1.093, H44 1.090
10 C 0.8286 0.4785 -0.8339  C9 1.515, S11 1.822, H45 1.086, H46 1.086
11 S 1.0078 -0.4803 0.7045  C10 1.822, O12 1.430, O13 1.431, N14 1.714
12 O -0.1700 -1.2535 0.9462  S11 1.430
13 O 1.5355 0.3410 1.7514  S11 1.431
14 N 2.1751 -1.6558 0.2660  S11 1.714, N15 1.325, H47 1.009
15 N 3.4943 -1.5404 0.2138  N14 1.325, C16 1.276
16 C 4.0863 -0.4164 0.3336  N15 1.276, C17 1.448, H48 1.088
17 C 5.5288 -0.3456 0.2289  C16 1.448, C18 1.400, C25 1.399
18 C 6.2930 -1.4825 -0.0621  C17 1.400, C19 1.376, H49 1.078
19 C 7.6622 -1.3954 -0.1686  C18 1.376, C20 1.393, H50 1.079
20 C 8.2854 -0.1633 0.0155  C19 1.393, N21 1.438, C24 1.391
21 N 9.7149 -0.0670 -0.1028  C20 1.438, O22 1.214, O23 1.214
22 O 10.3298 -1.0811 -0.3612  N21 1.214
23 O 10.2228 1.0234 0.0598  N21 1.214
24 C 7.5447 0.9767 0.3104  C20 1.391, C25 1.378, H51 1.079
25 C 6.1740 0.8818 0.4147  C17 1.399, C24 1.378, H52 1.080
26 H -8.4159 -1.0118 -0.9143  C1 1.088
27 H -8.4496 -2.7052 -0.4219  C1 1.088
28 H -7.1494 -2.1167 -1.4513  C1 1.087
29 H -6.3515 -2.3613 0.8920  C2 1.092
30 H -7.6776 -1.3464 1.4562  C2 1.093
31 H -6.7352 0.5533 0.0834  C3 1.093
32 H -5.7389 0.0231 1.4398  C3 1.091
33 H -4.2900 -1.2643 -0.0836  C4 1.093
34 H -5.3117 -0.8256 -1.4536  C4 1.092
35 H -3.3951 0.5864 -1.5195  C5 1.092
36 H -4.7698 1.5858 -1.0590  C5 1.093
37 H -2.8125 0.4066 0.9596  C6 1.092
38 H -4.0836 1.5808 1.2706  C6 1.090
39 H -2.4711 3.1616 1.0084  C7 1.091
40 H -2.6267 2.8613 -0.7167  C7 1.092
41 H -0.6663 1.4699 1.1629  C8 1.092
42 H -0.2722 2.8274 0.1085  C8 1.093
43 H -0.7759 1.4455 -1.8859  C9 1.093
44 H -1.2551 0.0993 -0.8351  C9 1.090
45 H 1.0830 -0.2023 -1.6412  C10 1.086
46 H 1.5460 1.2921 -0.7778  C10 1.086
47 H 1.8429 -2.6083 0.2941  N14 1.009
48 H 3.5582 0.5125 0.5401  C16 1.088
49 H 5.7836 -2.4221 -0.1994  C18 1.078
50 H 8.2681 -2.2601 -0.3930  C19 1.079
51 H 8.0585 1.9155 0.4513  C24 1.079
52 H 5.5897 1.7594 0.6471  C25 1.080

Computed properties:
* total charge: 0
* spin multiplicity: 1
* SMILES string: CCCCCCCCCCS(=O)(=O)N/N=C/c1ccc([N+](=O)[O-])cc1
* HOMO level: -9.07 eV

Number 1: F_max 1.3 eV/A. Number 2: F_max 1.5 eV/A.